1.
11
Properties=species:S:1:pos:R:3:forces:R:3 method="wB97M-V/def2-TZVPD" smiles="CCC(=O)C#N" e_tot_ha=-285.3854 e_homo_ev=-11.17
O 0.346166 -1.426692 1.496833 -0.149 0.676 -0.390
N -0.187413 1.779126 2.770679 0.209 -1.021 -0.534
C 0.014179 0.295963 -0.237807 -0.020 0.068 -0.032
C -0.052632 -0.616413 -1.451092 0.011 -0.096 -0.006
C -0.017084 0.824329 2.139057 -0.145 0.766 0.700
C 0.144132 -0.292641 1.150056 0.029 -0.240 -0.012
H 0.859863 0.994492 -0.316217 -0.110 -0.029 -0.009
H -0.172443 0.007891 -2.343694 0.042 -0.137 0.155
H -0.875091 0.937427 -0.191209 0.110 -0.015 -0.024
H 0.854947 -1.209999 -1.577782 -0.111 0.013 0.095
H -0.911928 -1.289404 -1.403628 0.136 0.014 0.058

***

2.
11
Properties=species:S:1:pos:R:3:forces:R:3 method="wB97M-V/def2-TZVPD" e_tot_ha=-285.2076 e_homo_ev=-9.36
O 0.928435 0.031509 0.806524 0.335 -0.219 -0.145
N 1.980941 -2.018458 -0.055365 -0.231 0.499 -0.030
C 1.477661 -1.009720 0.201880 0.024 -0.741 0.519
C -0.212182 0.680109 0.075101 -0.158 0.073 -0.249
C -1.315194 -0.261763 -0.322677 0.084 -0.025 0.015
C 0.928812 0.927648 -0.846324 -0.222 0.390 -0.145
H 1.438407 1.849043 -0.527570 -0.116 0.011 0.041
H -2.032437 0.288962 -0.943200 0.148 -0.050 0.103
H -0.528612 1.462892 0.770667 0.070 -0.139 -0.087
H -0.920537 -1.090631 -0.917699 -0.019 0.131 0.078
H -1.847058 -0.649399 0.551456 0.085 0.069 -0.099

***

3.
11
Properties=species:S:1:pos:R:3:forces:R:3 method="wB97M-V/def2-TZVPD" smiles="NC1=C[C@H]1C=O" e_tot_ha=-285.3068 e_homo_ev=-8.97
O 0.306858 -0.271471 -1.947613 0.357 -0.260 0.181
N -1.352943 1.243626 0.096790 0.242 0.106 0.102
C -0.273416 -0.919849 1.083661 -0.379 0.140 0.023
C -0.582812 0.207054 0.538517 0.405 -0.211 0.152
C 0.871123 -0.280884 0.352235 0.039 0.264 -0.197
C 1.160551 -0.428169 -1.096178 -0.218 -0.074 -0.212
H 2.223403 -0.558879 -1.388763 -0.111 -0.063 0.008
H -2.190540 1.490442 0.599435 -0.029 -0.355 0.004
H 1.757374 0.011683 0.937899 -0.395 0.345 -0.154
H -0.473501 -1.750066 1.737102 -0.074 -0.029 -0.134
H -1.446097 1.256515 -0.913086 0.162 0.137 0.225

***

The evaluated energy relative to the best compared isomer or geometry (same formula, charge and spin) for the records listed, in turn: 76.5; 543.4; 283.1 kJ/mol.